The following is a DFT calculation (wB97M-V/def2-TZVPD) of C41H36F5MgN2O6STe as an isolated structure.

XYZ file:
```
93
Properties=species:S:1:pos:R:3:forces:R:3:mulliken_charge:R:1
Mg -0.005 2.041 -0.423 -0.338 0.126 -0.389 1.37
C 1.348 -3.632 3.293 -0.015 0.044 -0.002 -1.72
C 0.890 -2.267 2.846 -0.136 -0.004 0.009 0.08
C 1.194 -1.115 3.559 0.054 0.031 0.050 -1.07
C 0.816 0.149 3.134 0.177 0.059 0.093 0.81
C 1.226 1.301 3.998 -0.273 -0.218 0.226 -0.35
O 2.182 1.197 4.740 0.160 0.087 -0.057 -0.67
C 0.374 2.536 4.094 0.095 -0.110 -0.112 0.53
C 0.991 3.750 4.365 -0.008 0.052 0.001 -0.47
C 0.228 4.897 4.527 -0.042 -0.041 0.011 -0.63
C -1.158 4.825 4.452 0.054 -0.001 -0.011 -0.39
C -1.776 3.607 4.204 0.031 -0.005 -0.035 -0.72
C -1.010 2.469 4.010 -0.052 0.003 -0.057 0.12
C 0.178 0.332 1.879 -0.088 0.213 -0.255 0.85
O 0.001 1.516 1.407 0.059 -0.221 0.396 -1.46
C -0.215 -0.857 1.177 -0.372 0.066 -0.072 0.92
C 0.152 -2.104 1.685 -0.339 -0.094 0.480 -0.33
C -0.971 -0.820 -0.096 0.198 -0.113 0.258 0.37
N -1.057 0.226 -0.826 -0.229 -0.041 -0.407 -0.90
C -1.822 0.216 -2.079 0.167 0.004 0.063 -1.12
C -0.865 0.505 -3.235 -0.037 0.010 0.110 -1.13
Te -1.782 0.211 -5.153 0.133 -0.136 -0.086 0.17
C -3.737 0.710 -4.568 -0.091 0.061 0.042 -0.20
C -4.068 2.039 -4.313 -0.088 -0.076 0.109 -0.17
C -5.342 2.361 -3.864 0.025 -0.016 -0.008 -0.50
C -6.295 1.366 -3.695 0.024 -0.021 -0.016 -0.41
C -5.973 0.043 -3.965 0.055 0.022 -0.013 -0.58
C -4.693 -0.288 -4.393 -0.056 0.114 0.033 -0.22
C -1.630 -2.105 -0.509 -0.026 -0.039 0.131 0.14
C -2.666 -2.632 0.254 -0.071 -0.030 0.000 -0.15
C -3.285 -3.815 -0.126 0.033 0.013 -0.016 -0.90
C -2.859 -4.491 -1.263 0.045 0.051 0.004 -0.56
C -1.818 -3.973 -2.022 -0.045 0.033 0.052 -1.44
C -1.210 -2.782 -1.647 0.014 -0.135 -0.134 0.90
H 1.915 -3.563 4.222 -0.011 0.004 -0.001 0.40
H 1.999 -4.098 2.548 0.007 0.028 -0.033 0.27
H 0.508 -4.310 3.463 -0.005 0.011 -0.007 0.34
H 1.763 -1.176 4.482 -0.012 -0.006 -0.020 0.39
H 2.071 3.781 4.436 -0.012 0.006 0.002 0.45
H 0.714 5.847 4.708 -0.006 0.005 0.002 0.38
H -1.756 5.720 4.573 0.008 0.001 -0.001 0.38
H -2.854 3.551 4.124 0.000 0.004 0.012 0.38
H -1.487 1.524 3.780 0.007 0.004 0.001 0.35
H -0.122 -2.993 1.123 -0.070 0.060 0.217 0.30
H -2.560 1.009 -2.011 -0.074 0.133 0.003 0.47
H -2.356 -0.720 -2.249 0.023 0.056 0.003 0.95
H -0.019 -0.182 -3.208 0.021 0.037 -0.025 0.33
H -0.475 1.522 -3.198 -0.041 -0.011 0.056 0.57
H -3.325 2.817 -4.422 0.020 0.011 -0.007 0.36
H -5.579 3.392 -3.631 -0.007 -0.012 -0.004 0.38
H -7.287 1.621 -3.341 0.010 -0.005 -0.005 0.38
H -6.711 -0.738 -3.825 0.004 0.010 -0.004 0.36
H -4.432 -1.323 -4.575 0.007 0.004 -0.003 0.42
H -2.982 -2.110 1.149 0.009 -0.015 -0.021 0.52
H -4.097 -4.211 0.471 0.009 0.000 -0.012 0.41
H -3.337 -5.417 -1.556 0.003 0.005 0.001 0.42
H -1.482 -4.488 -2.914 -0.006 -0.007 0.003 0.54
H -0.410 -2.367 -2.252 -0.030 -0.030 0.032 0.65
C 1.876 -4.883 -1.123 0.038 0.050 0.007 -1.41
C 2.695 -3.738 -0.585 0.009 0.028 -0.027 1.04
C 4.072 -3.864 -0.404 0.065 -0.031 0.037 -1.22
C 4.826 -2.812 0.091 -0.116 0.005 -0.039 -0.83
C 4.187 -1.622 0.414 -0.210 -0.137 -0.059 -0.78
C 2.812 -1.471 0.253 0.274 -0.053 0.012 0.40
C 2.080 -2.533 -0.253 0.160 -0.050 -0.387 0.39
S 5.127 -0.289 1.066 -0.240 -0.247 0.122 1.32
O 6.344 -0.785 1.649 0.001 0.068 0.062 -0.79
O 4.222 0.501 1.852 0.079 0.030 0.197 -0.51
N 5.591 0.503 -0.294 0.139 0.258 -0.036 -0.38
C 4.549 1.120 -1.131 0.365 -0.130 -0.078 -0.66
C 3.771 2.286 -0.540 0.142 -0.007 -0.131 -0.36
C 2.312 2.187 -0.898 -0.241 0.481 0.002 0.81
O 1.604 3.231 -0.806 0.314 -0.329 0.145 -0.81
O 1.802 1.066 -1.190 -0.170 0.271 0.163 -0.68
H 2.497 -5.756 -1.322 0.012 0.005 0.010 0.39
H 1.379 -4.603 -2.054 -0.010 0.001 0.019 0.27
H 1.098 -5.173 -0.415 -0.027 0.008 -0.002 0.27
H 4.557 -4.801 -0.650 -0.003 0.006 0.004 0.36
H 5.893 -2.906 0.244 -0.006 0.002 -0.002 0.52
H 2.325 -0.537 0.515 0.106 -0.182 -0.015 0.43
H 1.007 -2.424 -0.382 0.570 -0.077 -0.236 -0.14
H 6.333 1.140 -0.018 0.045 -0.054 -0.130 0.30
H 3.839 0.341 -1.407 0.076 -0.036 0.040 0.24
H 5.061 1.414 -2.047 -0.040 0.038 -0.079 0.44
H 4.140 3.261 -0.860 0.032 -0.022 -0.007 0.39
H 3.813 2.261 0.552 -0.065 0.006 -0.111 0.24
F -2.847 3.163 -1.429 0.019 -0.200 -0.145 -0.36
C -1.527 3.519 -1.067 -0.466 0.619 0.267 -0.11
F -1.084 4.246 -2.178 0.098 -0.088 -0.073 -0.36
C -1.791 4.611 -0.002 0.228 -0.481 -0.280 0.76
F -2.329 5.744 -0.485 -0.126 0.186 -0.049 -0.31
F -0.645 4.948 0.610 0.114 0.118 0.078 -0.24
F -2.631 4.153 0.943 -0.041 -0.038 0.137 -0.26
```
Positions in Å, forces in eV/Å.

The value obtained for the LUMO energy is 1.98 eV. The total charge is -1. For the HOMO energy, the calculation gives -5.318 eV. The calculation puts the HOMO-LUMO gap at 7.30 eV. The value obtained for the energy relative to the best compared isomer or geometry (same formula, charge and spin) is 0.0 kJ/mol. Its calculated total energy is -95533.450 eV.